No. 1
# C32H34N5O4PPtS

C32H34N5O4PPtS as an isolated structure in a non-equilibrium geometry (wB97M-V/def2-TZVPD, the Open Molecules 2025 dataset).

Geometry as XYZ:
```
78
C32H34N5O4PPtS, DFT wB97M-V/def2-TZVPD
Pt 0.249 0.393 0.906
S -1.581 0.751 2.615
P 2.617 0.352 0.269
O -0.590 -3.847 -2.692
O 3.291 -0.433 3.957
O 1.452 0.292 2.904
O 0.417 -1.959 0.805
N -0.347 2.125 -0.501
N -3.933 -0.259 2.997
N -0.372 -0.461 -1.181
N -3.705 1.129 1.087
N -0.362 -1.739 -1.310
C -6.125 0.094 4.061
C -0.022 -4.713 0.795
C 3.048 -0.428 -1.310
C -0.340 2.800 -2.791
C 4.847 1.960 -0.242
C -0.172 4.433 -1.052
C 3.582 -2.318 -2.692
C -0.030 -2.480 -0.247
C 2.911 0.364 -2.455
C 3.430 -1.535 -3.825
C 3.131 2.916 1.166
C 3.102 -0.192 -3.705
C -0.375 1.800 -1.812
C -0.604 -6.697 -0.425
C -5.324 -0.690 3.027
C 2.575 -0.208 3.020
C -0.188 -3.932 -0.351
C -0.521 -4.569 -1.572
C 3.381 -1.774 -1.435
C -0.227 4.122 -2.407
C 3.232 -0.714 1.619
C 5.143 4.144 0.725
C 3.903 4.049 1.340
C -3.249 0.510 2.167
C 3.603 1.867 0.380
C -0.746 -5.951 -1.575
C 5.609 3.102 -0.063
C -5.077 1.376 0.652
C -0.378 0.403 -2.143
C -0.247 3.398 -0.136
C -0.216 -6.081 0.763
C -5.111 2.567 -0.293
H -0.787 -7.760 -0.446
H -5.703 -0.035 5.054
H 6.574 3.186 -0.536
H -3.001 1.618 0.547
H -5.323 -1.749 3.300
H 3.581 -1.970 -4.801
H 3.503 -2.386 -0.554
H -0.336 0.095 -3.183
H -4.495 2.387 -1.173
H 3.005 0.421 -4.589
H -4.767 3.472 0.204
H -5.766 -0.597 2.038
H 2.162 2.830 1.643
H -5.698 1.587 1.525
H 0.254 -4.225 1.717
H -1.029 -6.437 -2.498
H -0.237 3.593 0.929
H -6.141 1.157 3.829
H 2.669 1.414 -2.355
H -5.468 0.494 0.133
H -0.389 2.521 -3.831
H 4.320 -0.719 1.718
H -3.407 -0.554 3.812
H -0.083 5.452 -0.709
H 3.549 4.859 1.961
H 5.217 1.147 -0.853
H -0.187 4.906 -3.147
H 3.865 -3.356 -2.787
H -7.147 -0.272 4.075
H -6.134 2.731 -0.622
H -0.074 -6.671 1.653
H -0.795 -4.401 -3.461
H 5.743 5.032 0.857
H 2.846 -1.731 1.510
```

As for the energy: -72729.5204 eV. As for the expectation value of S²: 6.053. As for the net charge: +2. The calculation puts the energy relative to the best compared isomer or geometry (same formula, charge and spin) at 17.7 kcal/mol. The calculation puts the HOMO-LUMO gap (spin up / spin down) at 0.2237 / 0.1598 Ha. Its spin multiplicity is 5.

Results of the Löwdin charge analysis, in e, for atoms 1 through 5: atom 1 (Pt): 1.024, atom 2 (S): 0.699, atom 3 (P): 0.983, atom 4 (O): 0.082, atom 5 (O): 0.107

---

No. 2
# C32H34N6O4Pd

C32H34N6O4Pd as an isolated structure (wB97M-V/def2-TZVPD, the Open Molecules 2025 dataset).

Geometry as XYZ:
```
77
C32H34N6O4Pd, DFT wB97M-V/def2-TZVPD
Pd 0.758 0.725 -0.465
O 2.459 4.569 5.075
O 1.046 -2.247 1.875
O -1.360 0.688 -0.598
O 4.213 3.086 5.130
N 1.012 -1.607 -0.362
N 0.763 -3.654 -1.278
N 0.043 2.973 -0.629
N 3.246 0.224 -0.457
N 1.875 1.971 0.930
N 1.172 -1.858 -2.710
C 0.904 -2.498 0.707
C 0.628 -3.887 0.146
C 3.330 1.898 2.791
C 4.691 -1.671 -0.645
C -1.912 -0.536 -0.531
C -3.107 0.558 2.142
C -2.096 -1.224 0.696
C -2.791 -0.265 -2.952
C -0.699 0.025 2.518
C 4.889 -1.670 0.727
C -1.856 4.789 0.224
C 3.863 -0.707 -1.187
C 0.136 3.530 0.586
C -0.796 4.444 1.045
C -2.418 -1.119 -1.728
C -1.663 0.449 -3.708
C -2.809 -2.454 -1.716
C 3.189 3.638 4.677
C 2.888 1.396 1.584
C 0.951 -2.348 -1.477
C 4.307 -0.674 1.488
C -0.970 3.323 -1.421
C 2.710 3.024 3.314
C -2.788 -3.202 -0.547
C 0.575 -4.671 -2.290
C -3.849 0.769 -2.524
C 1.266 3.055 1.415
C 1.678 3.622 2.604
C -2.489 -2.560 0.648
C -1.942 4.226 -1.039
C 3.506 0.265 0.860
C -2.044 -0.548 2.071
H -0.749 0.324 3.569
H -0.703 4.863 2.038
H -1.109 -0.246 -4.337
H -3.194 -2.900 -2.630
H 1.183 -0.867 -2.783
H 1.351 -4.615 0.513
H -3.100 1.029 3.129
H -4.696 0.275 -2.042
H -1.004 2.855 -2.397
H 5.164 -2.406 -1.284
H -2.083 1.214 -4.370
H -3.268 -0.945 -3.661
H -0.381 -4.200 0.417
H 1.168 -4.443 -3.177
H 4.159 1.464 3.339
H -0.986 0.942 -3.019
H 3.689 -0.673 -2.255
H -4.221 1.323 -3.393
H 4.454 -0.634 2.561
H -3.416 1.477 -1.814
H -2.752 4.472 -1.713
H -2.608 5.485 0.572
H -3.098 -4.242 -0.550
H -0.476 -4.767 -2.575
H -2.606 -3.100 1.583
H 0.836 -2.363 -3.509
H -0.487 0.917 1.944
H 0.918 -5.626 -1.899
H 1.228 4.518 3.016
H 5.496 -2.432 1.199
H -2.903 1.324 1.392
H -2.321 -1.324 2.786
H -4.106 0.154 1.957
H 0.110 -0.692 2.407
```

As for the energy: -54346.2924 eV. As for the expectation value of S²: 2.008. As for the net charge: 0. The calculation puts the HOMO-LUMO gap (spin up / spin down) at 0.2636 / 0.2143 Ha. Its spin multiplicity is 3.

Results of the Löwdin charge analysis, in e, for atoms 1 through 5: atom 1 (Pd): 1.082, atom 2 (O): -0.036, atom 3 (O): 0.075, atom 4 (O): -0.224, atom 5 (O): -0.035

---

No. 3
# C32H35AsClCoN2PSe

C32H35AsClCoN2PSe as an isolated structure (wB97M-V/def2-TZVPD, the Open Molecules 2025 dataset).

Geometry as XYZ:
```
74
C32H35AsClCoN2PSe, DFT wB97M-V/def2-TZVPD
Se 2.165 0.121 -0.438
As -1.702 2.031 -0.817
Co -0.276 0.109 -0.236
Cl -0.529 -0.155 2.130
P -0.981 -2.102 -0.442
N 3.417 2.290 0.989
N 2.988 2.839 -1.064
C -1.030 3.508 -1.912
C 0.733 -2.676 -0.422
C -1.917 -2.946 -1.699
C 2.691 -3.576 0.673
C -1.511 -1.660 2.278
C -3.521 -4.293 -3.505
C 2.628 2.755 -2.491
C -2.293 2.886 0.810
C -3.364 1.497 -1.629
C 2.775 -2.992 -1.670
C -4.134 6.342 -2.778
C -3.368 6.485 -1.633
C -3.982 -3.121 -2.915
C 3.664 3.892 -0.495
C -2.128 4.498 -2.209
C 3.393 -3.492 -0.517
C 3.918 3.555 0.794
C 3.550 1.510 2.236
C -2.365 5.565 -1.350
C -3.897 5.285 -3.643
C -1.706 -2.477 1.169
C -2.896 4.365 -3.359
C 1.357 -3.173 0.726
C -2.793 -3.070 3.679
C -2.025 -1.919 3.526
C -3.181 -2.442 -2.014
C -3.022 -3.911 2.601
C -1.455 -4.124 -2.283
C -2.485 -3.617 1.354
C 2.841 1.875 -0.145
C 1.454 -2.579 -1.621
C -2.266 -4.794 -3.190
H -2.674 -4.275 0.514
H -3.192 1.033 -2.598
H -1.754 5.696 -0.462
H 4.421 -3.828 -0.561
H 3.470 2.367 -3.059
H 3.854 2.189 3.026
H -4.145 -4.818 -4.216
H -1.842 -1.253 4.359
H -0.223 3.957 -1.332
H -3.625 -4.800 2.727
H -1.918 -5.713 -3.643
H -3.215 -3.297 4.649
H 3.918 4.779 -1.052
H -0.619 3.070 -2.821
H 4.308 0.742 2.102
H -0.480 -4.527 -2.037
H -3.865 0.794 -0.965
H -4.965 -2.740 -3.159
H 4.416 4.102 1.578
H 3.171 -3.969 1.559
H -3.034 3.638 0.544
H 0.971 -2.211 -2.522
H -2.746 2.143 1.464
H -1.459 3.361 1.322
H -4.483 5.184 -4.548
H 1.768 2.100 -2.603
H 2.596 1.062 2.501
H -3.974 2.391 -1.748
H -3.543 -1.531 -1.551
H -3.540 7.320 -0.967
H 3.323 -2.951 -2.603
H 2.373 3.750 -2.841
H 0.804 -3.263 1.654
H -2.706 3.549 -4.049
H -4.908 7.063 -3.004
```

As for the energy: -222329.9312 eV. As for the expectation value of S²: 6.022. As for the net charge: +3. The calculation puts the energy relative to the best compared isomer or geometry (same formula, charge and spin) at 4.8 kcal/mol. The calculation puts the HOMO-LUMO gap (spin up / spin down) at 0.2887 / 0.1199 Ha. Its spin multiplicity is 5.

Results of the Löwdin charge analysis, in e, for atoms 1 through 5: atom 1 (Se): 1.072, atom 2 (As): 1.105, atom 3 (Co): 0.065, atom 4 (Cl): 0.731, atom 5 (P): 1.011